ORCA calculation (ωB97M-V/def2-TZVPD) on 2 unconnected molecules or ions with the total composition C2H5NO3.

Calculated values
- 2S+1 = 1
- SMILES = NC=O.O=CO
- E_LUMO (eV) = 0.736
- Kohn-Sham gap (eV) = 11.1384
- electronic energy (Ha) = -359.68655

Structure (XYZ):
```
11
Properties=species:S:1:pos:R:3:lowdin_charge:R:1
C -1.487 -0.584 0.117 -0.3757
N -0.740 -0.822 -0.991 0.1182
O -1.180 0.148 1.043 0.0208
H -2.507 -0.965 -0.016 0.1294
H -1.235 -1.424 -1.640 0.0973
H -0.207 -0.137 -1.511 0.0965
O 1.588 1.055 -0.696 0.0330
C 1.691 1.088 0.506 -0.3873
O 1.310 0.111 1.310 0.0615
H 2.175 1.931 0.993 0.1365
H 0.593 -0.402 0.884 0.0698
```